No. 1
{"formula": "C20H30N4O4", "method": "wB97M-V/def2-TZVPD", "e_tot_ev": -35376.4421, "relative_energy_kj_mol": 283.5, "orbital_gap_ev": 8.182, "e_lumo_ev": 0.58, "homo_energy_ha": -0.2793, "multiplicity": 1, "smiles": "COc1ccc(N)c(C(=O)NCCC2(O)CN(C(=O)C3(N(C)C)CCC3)C2)c1", "elements": ["C", "H", "H", "O", "C", "H", "H", "H", "H", "C", "H", "C", "C", "C", "N", "H", "O", "H", "H", "H", "H", "H", "C", "C", "H", "H", "H", "C", "H", "H", "C", "C", "O", "H", "N", "C", "C", "H", "C", "N", "C", "H", "H", "C", "O", "H", "H", "H", "H", "C", "N", "H", "C", "H", "H", "C", "C", "H"], "positions_angstrom": [[1.188, 4.770, -3.205], [1.633, 6.310, -0.736], [-0.649, 6.555, -1.984], [0.508, -2.447, -0.385], [1.059, -6.668, 2.325], [0.158, -7.814, 4.701], [-1.438, 3.073, 0.488], [-0.750, -8.524, 3.341], [0.546, 4.981, -4.056], [-1.031, 2.223, -0.064], [-3.598, 1.888, 0.571], [-0.971, -0.618, 1.397], [1.788, 3.212, -1.831], [-2.017, 1.024, -0.173], [-1.148, 2.371, -1.512], [-1.247, -4.236, 2.522], [-1.008, -6.481, 3.615], [-1.818, 5.245, -1.763], [2.507, 3.660, -1.147], [-0.026, 2.011, 0.303], [3.181, 3.748, -3.523], [-1.417, 6.304, -0.404], [1.915, -6.080, 1.407], [0.221, -2.766, 0.764], [3.186, -4.906, -0.480], [1.751, 2.807, -3.988], [0.596, 6.149, 0.687], [0.526, -4.131, 1.304], [-0.477, -0.352, -0.695], [-0.284, 0.162, 1.747], [-0.777, -7.772, 4.136], [-1.010, 5.793, -1.277], [-1.047, 3.165, -3.602], [1.776, 4.897, 0.333], [0.041, 4.878, -0.854], [0.518, 4.090, -1.985], [1.672, -4.820, 0.864], [-3.220, 1.934, -1.812], [-0.333, -4.731, 2.218], [2.575, -4.252, -0.022], [1.071, 5.591, -0.120], [2.168, -3.561, -0.636], [2.804, -6.618, 1.096], [-0.636, 3.192, -2.453], [-3.136, 1.051, 0.683], [-2.040, -1.097, -0.415], [-2.116, 0.668, -2.407], [-0.450, -2.266, 2.590], [1.644, 2.165, -1.564], [-2.257, 1.439, -1.649], [-0.373, -1.927, 1.646], [-1.608, -7.985, 4.802], [2.135, 3.555, -3.297], [-1.868, -0.552, 2.012], [1.295, -7.652, 2.704], [-1.351, -0.331, -0.048], [-0.084, -5.993, 2.733], [1.724, 5.670, -2.900]], "forces_ev_per_angstrom": [[-0.01, 0.00, 0.01], [0.00, 0.00, 0.00], [0.00, 0.00, 0.00], [0.02, -0.01, 0.02], [0.00, 0.00, 0.01], [0.00, 0.00, 0.00], [0.00, 0.00, 0.01], [0.00, 0.00, 0.00], [0.01, -0.01, -0.01], [-0.02, 0.01, 0.03], [0.01, 0.00, 0.00], [0.27, 0.11, -0.03], [0.01, -0.02, -0.03], [0.03, 0.00, -0.02], [-0.05, 0.07, -0.01], [0.00, 0.00, 0.00], [0.00, 0.00, 0.01], [0.00, 0.00, 0.00], [0.00, -0.01, 0.00], [0.00, -0.01, -0.02], [0.00, 0.00, 0.01], [-0.01, 0.00, 0.00], [0.01, 0.01, -0.02], [0.10, 0.06, -0.01], [0.00, -0.01, 0.00], [-0.01, 0.01, 0.00], [0.00, 0.00, 0.00], [0.04, 0.01, 0.01], [0.00, 0.00, 0.00], [0.00, 0.00, 0.00], [0.00, 0.01, -0.01], [0.02, -0.01, 0.00], [-0.01, 0.01, 0.00], [0.00, 0.00, 0.00], [0.04, 0.02, -0.01], [-0.08, 0.03, 0.02], [-0.03, -0.03, 0.04], [0.01, 0.01, 0.00], [-0.01, 0.00, -0.01], [0.01, 0.04, 0.00], [0.00, -0.01, -0.01], [-0.01, 0.01, -0.01], [0.00, 0.00, 0.00], [0.07, -0.07, 0.00], [-0.01, -0.01, 0.00], [0.00, 0.00, 0.00], [0.00, -0.01, 0.01], [-0.02, -0.02, -0.02], [-0.01, 0.00, 0.01], [0.00, -0.02, 0.00], [-0.26, -0.11, 0.00], [0.00, 0.00, 0.00], [0.01, 0.00, -0.02], [0.01, 0.01, 0.01], [0.00, 0.00, 0.00], [-0.14, -0.05, 0.03], [0.01, 0.00, -0.01], [0.00, 0.00, 0.00]]}



No. 2
{"formula": "C3H20BF4O9S", "method": "wB97M-V/def2-TZVPD", "e_tot_ev": -44253.1939, "orbital_gap_ev": 9.771, "e_lumo_ev": 2.47, "homo_energy_ha": -0.2683, "total_charge": -1, "multiplicity": 1, "elements": ["H", "H", "H", "H", "H", "H", "O", "H", "H", "F", "F", "O", "H", "O", "H", "O", "H", "O", "C", "H", "H", "B", "H", "H", "H", "H", "C", "H", "O", "O", "H", "O", "F", "H", "O", "S", "C", "F"], "positions_angstrom": [[-1.126, 0.610, 2.341], [-2.852, -0.640, 0.712], [-5.232, -0.839, -0.310], [2.048, 3.573, -2.687], [2.565, 4.468, 0.895], [0.356, 2.119, 0.221], [-2.838, -1.433, -1.185], [0.623, -2.245, -0.940], [-2.771, -2.401, 0.756], [2.738, -0.808, 0.517], [1.276, 0.968, 0.978], [2.219, 2.630, -2.760], [-0.362, -0.802, -0.417], [-0.116, 2.731, -0.373], [2.248, -0.880, 2.705], [2.184, -0.193, -2.254], [2.970, -0.730, -2.383], [-1.657, 1.369, 2.073], [-3.208, -1.551, 0.231], [-4.943, -2.576, -0.577], [-0.701, 3.221, 0.210], [2.624, 0.509, 0.952], [-2.513, 1.228, 2.488], [3.088, 3.112, 0.415], [2.316, -2.257, 2.056], [-5.059, -1.930, 1.051], [-0.321, -1.882, -0.541], [-0.500, -2.394, 0.402], [2.988, 4.042, 0.146], [-1.951, -3.759, -1.484], [2.995, 2.481, -2.212], [1.870, -1.776, 2.753], [3.219, 0.645, 2.201], [2.170, -0.009, -1.303], [-1.339, -1.884, -3.039], [-1.615, -2.371, -1.727], [-4.689, -1.715, 0.036], [3.294, 1.368, 0.055]], "forces_ev_per_angstrom": [[0.21, 0.09, -0.07], [-0.34, 0.09, 0.04], [0.37, 0.12, -0.21], [-0.04, -0.01, 0.28], [-0.09, 0.00, -0.04], [-0.18, 0.34, -0.45], [1.93, -0.85, -0.22], [0.05, 0.33, -0.11], [0.06, -0.20, -0.43], [-0.15, -0.02, -0.42], [0.30, -0.96, 0.51], [0.12, 0.20, -0.48], [0.23, 0.00, -0.19], [-0.11, 0.14, 0.12], [-0.07, -0.57, 0.15], [-0.13, -0.24, -0.01], [0.03, 0.00, 0.13], [-0.18, -0.11, 0.09], [-0.43, 0.22, -1.93], [0.30, 0.02, -0.12], [-0.07, -0.11, 0.04], [0.33, 1.08, -0.41], [0.01, 0.03, 0.04], [-0.08, 0.17, -0.33], [0.06, 0.14, -0.17], [-0.50, 0.00, -0.17], [-0.51, -0.59, -0.61], [-0.14, 0.04, -0.03], [0.24, 0.09, 0.26], [0.14, 0.77, -0.28], [-0.13, -0.09, 0.19], [-0.26, 0.08, 0.71], [-0.19, -0.09, 0.54], [0.10, -0.02, -0.46], [-0.13, -0.37, 0.20], [-0.12, 0.72, 1.56], [-0.87, -0.20, 2.46], [0.24, -0.24, -0.13]]}



No. 3
{"formula": "C5H4N", "method": "wB97M-V/def2-TZVPD", "e_tot_ev": -6720.1737, "relative_energy_kj_mol": 787.9, "orbital_gap_ev": [8.008, 8.664], "e_lumo_ev": [-7.25, -6.59], "homo_energy_ha": [-0.5609, -0.5605], "total_charge": 1, "multiplicity": 1, "elements": ["H", "H", "C", "C", "C", "N", "C", "H", "C", "H"], "positions_angstrom": [[-0.185, -1.252, -0.377], [0.000, -0.885, 1.478], [4.054, -0.960, -0.038], [0.533, 1.814, -0.591], [-0.307, -0.561, 0.407], [1.168, 1.441, 0.560], [0.260, 0.639, -0.030], [0.685, 2.547, -1.408], [3.479, 0.041, 0.139], [-1.388, -0.532, 0.530]], "forces_ev_per_angstrom": [[0.39, -1.56, -0.77], [0.29, 0.46, -2.15], [2.66, -4.84, -0.90], [2.38, 0.55, 0.02], [-1.14, -1.55, 2.75], [-1.14, 1.11, -2.28], [0.10, 0.73, 2.12], [-0.57, -0.31, 0.76], [-2.61, 4.83, 0.91], [-0.36, 0.58, -0.47]]}